2 unconnected molecules or ions with the total composition C6H12FN2O5PS, computed with ωB97M-V/def2-TZVPD.

HOMO level (hartree): -0.3513
SMILES: CC[C@@H](F)P(N=C=O)S(C)(=O)=O.C[N+](=O)[O-]
Frontier orbital gap (eV): 9.008
LUMO (eV): -0.6
Strongest force on any atom (eV Å⁻¹): 8.2
E (a.u.): -1560.7100

Last columns: bonded neighbours and bond lengths (Å).
Geometry (Å):
1 C -2.37298 -2.16611 0.33958  C2 1.637, H13 1.160, H14 1.148, H15 1.149
2 C -1.45665 -2.37232 -1.00176  C1 1.637, C3 1.608, H16 1.148, H17 1.160
3 C -0.13448 -1.48144 -0.79108  C2 1.608, F4 1.456, P5 1.911, H18 1.166
4 F 0.69853 -2.17320 0.18270  C3 1.456
5 P 0.92667 -1.25927 -2.36518  C3 1.911, N6 1.796, S9 2.176
6 N 0.06117 -0.28666 -3.60212  P5 1.796, C7 1.333
7 C -0.21554 0.87564 -3.01105  N6 1.333, O8 1.261
8 O -0.39628 2.09546 -2.74536  C7 1.261
9 S 2.68878 -0.20141 -1.65080  P5 2.176, C10 1.880, O11 1.512, O12 1.533
10 C 2.16725 0.73715 -0.10752  S9 1.880, H19 1.163, H20 1.164, H21 1.160
11 O 3.32334 0.68448 -2.69830  S9 1.512
12 O 3.64785 -1.29368 -1.16443  S9 1.533
13 H -1.81562 -1.43713 1.04969  C1 1.160
14 H -3.38653 -1.68853 0.08854  C1 1.148
15 H -2.45050 -3.19589 0.84259  C1 1.149
16 H -2.02317 -2.16182 -1.97725  C2 1.148
17 H -1.10514 -3.47667 -1.04003  C2 1.160
18 H -0.37765 -0.40497 -0.41588  C3 1.166
19 H 3.00523 1.45371 0.26282  C10 1.163
20 H 1.98607 0.00437 0.77818  C10 1.164
21 H 1.19997 1.33296 -0.33970  C10 1.160
22 C -1.07541 2.64290 3.04655  N23 1.486, H26 1.089, H27 1.090, H28 1.090
23 N 0.08590 1.96501 2.41299  C22 1.486, O24 1.221, O25 1.225
24 O 1.11833 1.89704 3.06124  N23 1.221
25 O -0.08017 1.52320 1.28284  N23 1.225
26 H -0.78523 2.98182 4.04012  C22 1.089
27 H -1.34748 3.48823 2.41460  C22 1.090
28 H -1.88626 1.91711 3.10803  C22 1.090

Here are the natural (NBO) charges for atoms 1 to 6, given in e: C -0.6242; C -0.4562; C -0.0773; F -0.3714; P 0.7315; N -0.7602

***

C2H5ClFN3 in the gas phase, computed with ωB97M-V/def2-TZVPD.

HOMO level (hartree): -0.3566
SMILES: [H]/N=C(/NN)[C@H](F)Cl
Frontier orbital gap (eV): 10.563
LUMO (eV): 0.9
Strongest force on any atom (eV Å⁻¹): 5.9
E (a.u.): -803.4535

Last columns: bonded neighbours and bond lengths (Å).
Geometry (Å):
1 C -0.32292 0.01933 0.01558  C2 1.703, N9 1.397, N10 1.268
2 C -0.55706 0.19894 -1.66163  C1 1.703, H7 1.031, F11 1.281, Cl12 1.713
3 H 1.08982 -1.47155 2.12639  N8 0.949
4 H 0.77413 0.06732 2.24350  N8 1.055
5 H 1.62144 -0.27377 -0.29967  N9 1.095
6 H -1.77574 1.07129 0.65157  N10 1.013
7 H -0.72967 -0.73453 -2.06338  C2 1.031
8 N 1.32542 -0.65366 1.70589  H3 0.949, H4 1.055, N9 1.527
9 N 0.81605 -0.74913 0.26921  C1 1.397, H5 1.095, N8 1.527
10 N -1.09091 0.38845 0.95424  C1 1.268, H6 1.013
11 F 0.53152 0.65258 -2.16057  C2 1.281
12 Cl -1.68208 1.48473 -1.78114  C2 1.713

Here are the natural (NBO) charges for atoms 1 to 6, given in e: C 0.3900; C 0.1404; H 0.3436; H 0.3661; H 0.3840; H 0.3651

***

2 unconnected molecules or ions with the total composition CCl5OP, computed with ωB97M-V/def2-TZVPD.

HOMO level (alpha / beta) (hartree): -0.3204 / -0.3489
Frontier orbital gap (alpha / beta) (eV): 6.259 / 8.241
LUMO (alpha / beta) (eV): -2.5 / -1.3
Strongest force on any atom (eV Å⁻¹): 2.3
E (a.u.): -2755.6323

Last columns: bonded neighbours and bond lengths (Å).
Geometry (Å):
1 C 0.94178 1.20625 -0.73685  Cl4 1.739, Cl5 1.662, Cl6 1.702
2 O 0.16331 -2.31100 0.45104  P3 1.453
3 P -0.51409 -1.03455 0.60365  O2 1.453, Cl7 2.032, Cl8 1.943
4 Cl -0.29562 1.07519 -1.95126  C1 1.739
5 Cl 2.39402 0.44674 -1.01528  C1 1.662
6 Cl 0.78558 2.37320 0.49235  C1 1.702
7 Cl -1.25262 -0.76568 2.47737  P3 2.032
8 Cl -2.22236 -0.99015 -0.32103  P3 1.943

Here are the natural (NBO) charges for atoms 1 to 6, given in e: C -0.2876; O -0.9917; P 1.4335; Cl 0.0896; Cl 0.1566; Cl 0.1195

***

2 unconnected molecules or ions with the total composition C31H33O2Si, computed with ωB97M-V/def2-TZVPD.

HOMO level (hartree): -0.3998
Total charge: +1
Frontier orbital gap (eV): 5.441
LUMO (eV): -5.4
Strongest force on any atom (eV Å⁻¹): 2.2
E (a.u.): -1640.8144

Last columns: bonded neighbours and bond lengths (Å).
Geometry (Å):
1 C -5.04023 2.44437 -3.39621  Si2 1.884, H14 1.100, H15 1.095, H16 1.098
2 Si -3.33780 2.98922 -2.80019  C1 1.884, C3 1.865, C4 1.880, O5 1.695
3 C -2.12428 2.87473 -4.21204  Si2 1.865, H17 1.101, H18 1.093, H19 1.095
4 C -3.46330 4.75065 -2.15538  Si2 1.880, H20 1.101, H21 1.098, H22 1.098
5 O -2.84033 2.03102 -1.49405  Si2 1.695, C6 1.372
6 C -2.66307 0.71534 -1.14580  O5 1.372, C7 1.375, C8 1.484
7 C -2.33092 0.46653 0.16517  C6 1.375, H23 1.091, H24 1.090
8 C -2.79347 -0.30103 -2.21946  C6 1.484, C9 1.408, C13 1.407
9 C -1.67008 -1.02472 -2.66214  C8 1.408, C10 1.400, H25 1.087
10 C -1.77152 -1.85524 -3.78451  C9 1.400, C11 1.403, H26 1.090
11 C -2.99439 -1.95224 -4.46481  C10 1.403, C12 1.400, H27 1.089
12 C -4.12506 -1.26611 -4.00490  C11 1.400, C13 1.396, H28 1.093
13 C -4.04308 -0.51906 -2.82823  C8 1.407, C12 1.396, H29 1.092
14 H -5.39129 3.16781 -4.14653  C1 1.100
15 H -5.01401 1.45910 -3.87392  C1 1.095
16 H -5.77961 2.40099 -2.58505  C1 1.098
17 H -2.37646 3.58829 -5.01143  C3 1.101
18 H -1.10642 3.10387 -3.88625  C3 1.093
19 H -2.12092 1.87345 -4.65586  C3 1.095
20 H -3.60990 5.44520 -2.99687  C4 1.101
21 H -4.31076 4.89538 -1.47189  C4 1.098
22 H -2.54989 5.06517 -1.63407  C4 1.098
23 H -2.34813 -0.55443 0.54994  C7 1.091
24 H -2.21343 1.29935 0.85806  C7 1.090
25 H -0.75241 -0.92347 -2.08922  C9 1.087
26 H -0.90346 -2.41792 -4.12743  C10 1.090
27 H -3.06884 -2.57243 -5.35677  C11 1.089
28 H -5.07405 -1.32231 -4.54507  C12 1.093
29 H -4.92478 -0.09573 -2.34237  C13 1.092
30 C 1.13416 -3.25107 7.76529  C31 1.495, H51 1.097, H52 1.093, H53 1.099
31 C 0.70982 -2.68896 6.44704  C30 1.495, C32 1.412, C50 1.406
32 C -0.60726 -2.24602 6.19758  C31 1.412, C33 1.392, H54 1.099
33 C -0.92823 -1.68279 4.96581  C32 1.392, C34 1.441, H55 1.093
34 C 0.06024 -1.49568 3.93371  C33 1.441, C35 1.436, C49 1.434
35 C -0.17934 -0.78200 2.71098  C34 1.436, C36 1.437, H56 1.087
36 C 0.85577 -0.10715 1.97728  C35 1.437, C37 1.435, C48 1.427
37 C 2.02917 0.43160 2.60434  C36 1.435, C38 1.387, H57 1.090
38 C 3.00688 1.10273 1.88498  C37 1.387, C39 1.403, H58 1.091
39 C 2.89136 1.19176 0.48929  C38 1.403, O40 1.400, C47 1.401
40 O 3.95912 1.69236 -0.26573  C39 1.400, C41 1.406
41 C 4.75129 0.74860 -0.94265  O40 1.406, C42 1.395, C46 1.398
42 C 4.52764 0.55332 -2.30520  C41 1.395, C43 1.397, H59 1.088
43 C 5.18696 -0.49669 -2.94897  C42 1.397, C44 1.399, H60 1.090
44 C 6.05899 -1.32545 -2.23499  C43 1.399, C45 1.399, H61 1.092
45 C 6.30304 -1.08419 -0.87873  C44 1.399, C46 1.398, H62 1.091
46 C 5.66575 -0.02585 -0.22359  C41 1.398, C45 1.398, H63 1.090
47 C 1.74221 0.73430 -0.16932  C39 1.401, C48 1.380, H64 1.095
48 C 0.75292 0.12023 0.57196  C36 1.427, C47 1.380, H65 1.089
49 C 1.34067 -2.09397 4.17753  C34 1.434, C50 1.387, H66 1.094
50 C 1.65733 -2.64888 5.40885  C31 1.406, C49 1.387, H67 1.096
51 H 2.21334 -3.09353 7.88635  C30 1.097
52 H 0.60888 -2.77808 8.59940  C30 1.093
53 H 0.95937 -4.33419 7.82089  C30 1.099
54 H -1.36093 -2.34678 6.99113  C32 1.099
55 H -1.95190 -1.34459 4.78462  C33 1.093
56 H -1.19647 -0.76270 2.32668  C35 1.087
57 H 2.16045 0.32690 3.68086  C37 1.090
58 H 3.89882 1.51484 2.35824  C38 1.091
59 H 3.83188 1.21194 -2.82099  C42 1.088
60 H 5.00774 -0.65353 -4.01265  C43 1.090
61 H 6.54265 -2.16788 -2.73439  C44 1.092
62 H 6.99842 -1.70829 -0.31500  C45 1.091
63 H 5.85325 0.20936 0.82412  C46 1.090
64 H 1.65191 0.84983 -1.25493  C47 1.095
65 H -0.14401 -0.21076 0.04982  C48 1.089
66 H 2.08456 -2.08566 3.37552  C49 1.094
67 H 2.66543 -3.03881 5.59214  C50 1.096

Here are the natural (NBO) charges for atoms 1 to 6, given in e: C -1.1446; Si 1.8815; C -1.1530; C -1.1332; O -0.8557; C 0.3779